1.
Here is a structure of composition C41H41N7Re from OMol25. Energies are from wB97M-V/def2-TZVPD.

Structure (XYZ):
```
90
Properties=species:S:1:pos:R:3
Re 0.0819 0.2737 0.2512
N -1.0072 -1.0365 2.7700
N 1.6585 1.1333 -0.8482
N 2.9982 1.0035 -0.6419
N -1.2644 -0.8217 1.4583
N 0.9228 -2.4162 -0.6323
N 1.4920 -0.0986 1.6954
N 1.5855 -4.7673 -1.2260
C 4.9440 -0.1067 0.2595
C -1.8308 -1.9824 3.2523
C 1.8254 1.1176 3.8036
C -2.8712 6.0630 3.1414
C -0.0705 -2.9834 -1.5508
C 3.5843 0.1975 0.4028
C 2.2407 -2.4010 -1.2791
C -1.9606 4.6708 1.3928
C -1.8831 5.6275 4.0139
C -2.9078 5.5927 1.8378
C -2.3146 6.2657 -1.2116
C 1.5090 1.9175 -1.9218
C 3.5828 -1.0677 2.4171
C -2.0231 4.1130 0.0218
C 2.7472 2.2969 -2.4227
C -2.7311 6.9748 -2.3280
C -0.6238 0.2920 4.7459
C -0.1517 -0.1523 3.5165
C -2.2649 -1.6367 1.1278
C 1.4499 -4.6584 0.2728
C 2.6566 -3.8266 -1.7135
C -0.9346 4.7086 3.5804
C -1.1425 1.6764 -0.2588
C -2.5085 4.8874 -1.1400
C -0.9784 4.2301 2.2827
C 7.1075 -1.1437 1.0141
C -3.5524 4.9437 -3.3179
C -0.3786 1.6140 6.8748
C 4.9225 -1.3466 2.2827
C -3.3550 6.3192 -3.3794
C 0.9779 -3.2206 0.5922
C 3.6602 1.7124 -1.5792
C 5.6386 -0.8615 1.1824
C 0.1367 1.1301 5.5451
C 2.8700 -0.2853 1.4945
C -1.6130 2.8503 -0.1473
C 0.2787 -4.4491 -1.9033
C -2.6499 -2.4040 2.2261
C 1.0737 0.2608 3.0015
C 1.3773 1.5263 5.0462
C -3.1272 4.2342 -2.2092
H -3.6959 5.9181 1.1713
H -1.8114 6.7834 -0.4050
H -2.5670 8.0433 -2.3743
H -0.4531 -5.1667 -1.5379
H 0.7426 -5.4235 0.5854
H -1.6135 -0.0092 5.0702
H -3.2994 3.1662 -2.1485
H 4.7311 1.7935 -1.5776
H 0.4291 -4.6118 -2.9684
H 2.7799 1.4732 3.4344
H 0.3420 2.2698 7.3606
H -2.6708 -1.5990 0.1296
H 1.8508 -5.7222 -1.4620
H -4.0494 4.4296 -4.1300
H 1.9980 2.1936 5.6323
H -3.4429 -3.1289 2.2797
H 2.7202 -3.9509 -2.7924
H 2.9680 -2.0002 -0.5765
H 7.6717 -0.7687 1.8687
H 5.4233 -1.9495 3.0311
H -0.1566 4.3673 4.2526
H 2.1997 -1.7391 -2.1436
H 2.4280 -4.8904 0.6895
H -0.1124 -2.3726 -2.4504
H -1.3105 2.1687 6.7558
H 5.4925 0.2536 -0.5985
H 7.5051 -0.6729 0.1164
H -0.5782 0.7810 7.5499
H -3.6912 6.8778 -4.2429
H 2.9533 2.9441 -3.2571
H 3.0378 -1.4427 3.2763
H 0.5159 2.1899 -2.2371
H -0.2354 3.5161 1.9454
H 7.2995 -2.2153 0.9455
H -1.7905 -2.2645 4.2910
H 3.5926 -4.1500 -1.2631
H -3.6204 6.7679 3.4766
H 1.6567 -2.7386 1.2933
H -0.0156 -3.2371 1.0398
H -1.8511 6.0056 5.0273
H -1.0464 -2.9447 -1.0717
```

The multiplicity is 4. Its LUMO energy (spin up / spin down) is -4.97 / -5.25 eV. For the HOMO-LUMO gap (spin up / spin down), the calculation gives 6.66 / 6.01 eV. As for the net charge: +2. The calculation puts the relative energy (zero: lowest compared OMol25 entry of this formula, charge and spin) at 0.0 kcal per mole.

=====

2.
Here is a structure of composition C60H49F9IrN2PSb2 from OMol25. Energies are from wB97M-V/def2-TZVPD.

Structure (XYZ):
```
124
Properties=species:S:1:pos:R:3
Ir -0.5615 0.0187 0.5820
Sb -2.9633 -0.6712 -0.9142
Sb 0.3358 1.4162 -1.5484
P 1.5130 -0.3132 1.5299
F 6.8111 -4.0748 -0.1993
F 2.2314 -3.5709 7.3507
F 5.8659 -3.8942 -2.1397
F 5.1806 -5.3945 -0.7407
F 1.1192 -5.0866 6.2763
F 5.5945 4.4572 3.7675
F 0.0712 -3.4822 7.2866
F 5.0744 5.3812 1.8817
F 3.8116 5.6762 3.6166
N -1.4625 -0.9494 2.2732
N -0.9157 1.5695 1.7673
C -4.0557 -1.8054 -2.3283
C -3.5482 -4.9476 -0.2947
C -1.5687 -4.0524 0.7340
C -3.4656 -2.7474 -3.1618
C -5.6147 -3.2066 -4.1425
C -4.1563 3.8368 -2.4080
C -3.5248 3.6125 -1.1930
C -3.7329 -3.2698 1.4165
C 4.2299 2.7420 1.5663
C 1.4338 -3.5002 4.0797
C -0.9600 -1.4865 -1.4448
C -2.3444 -3.2228 1.5353
C 3.0906 4.7587 -0.8752
C -1.6024 1.2876 2.9264
C -0.4351 3.8194 -3.2638
C 4.3000 3.0901 -2.1130
C 1.1186 -1.5537 5.4529
C -4.2489 -3.4406 -4.0755
C -2.1662 -4.9095 -0.1836
C 4.6375 -3.1578 -0.2849
C 3.7750 3.5523 2.5932
C -1.8621 -0.0806 3.1477
C -1.2437 1.7433 -4.1658
C 3.5300 1.5961 1.2340
C -0.7772 2.9070 1.6862
C -1.8930 2.4768 3.5884
C -0.8441 4.4755 -4.4167
C -4.0891 1.4798 -2.8897
C 4.2478 4.3433 -1.5199
C 1.3742 -1.3000 3.0676
C 4.9845 -2.2583 0.7093
C 1.1929 -0.7424 4.3336
C 2.4073 -2.2820 -0.3072
C 2.7473 -1.3411 0.6619
C -5.4267 -1.5717 -2.3893
C 4.0400 -1.3662 1.1900
C -1.3709 3.5038 2.7933
C 5.6435 -4.1402 -0.8394
C 3.1952 2.2496 -2.0629
C -0.6382 2.4495 -3.1327
C 1.9860 3.9219 -0.8223
C -3.4205 1.2500 -1.6900
C 2.6153 3.2288 3.2787
C 1.2336 -2.9305 5.3252
C 4.5679 4.7802 2.9714
C -0.1231 -1.3127 -2.7298
C 2.0334 2.6614 -1.4141
C -6.2034 -2.2730 -3.3004
C 2.3822 1.2306 1.9406
C 1.1649 -3.7838 6.5702
C 0.9892 -0.2531 -2.6845
C 3.3454 -3.1819 -0.7856
C 1.5005 -2.6876 2.9589
C -1.6243 2.3983 -5.3277
C -1.4281 3.7651 -5.4541
C 1.9215 2.0759 2.9524
C -4.3325 -4.1274 0.5077
C -1.6969 -2.3721 2.5914
C -3.1769 2.3198 -0.8287
C -4.4544 2.7689 -3.2451
H -2.0801 1.8359 -6.1325
H 4.3181 -0.7044 2.0003
H 3.8967 0.9894 0.4201
H -2.7393 2.1511 0.1490
H -2.3892 -0.4051 4.0405
H -6.2219 -3.7524 -4.8520
H -4.9661 2.9431 -4.1827
H 2.2484 3.8743 4.0649
H -1.7258 4.2743 -6.3609
H -2.4336 2.5771 4.5157
H -0.2465 3.3728 0.8742
H -4.0166 -5.6263 -0.9948
H -2.3100 -2.4033 3.4940
H -4.3121 0.6595 -3.5617
H 1.8758 -0.6473 -2.1988
H -2.4041 -2.9537 -3.1208
H -4.3479 -2.6508 2.0609
H 0.3287 -2.2788 -2.9758
H -1.2467 -2.5343 -1.3091
H 1.0065 1.8668 3.4840
H 3.0697 -3.9104 -1.5375
H -0.4891 -4.0585 0.8567
H 1.1182 0.3232 4.4761
H 0.0542 4.3913 -2.4875
H -1.4139 4.5622 2.9903
H 3.0462 5.7384 -0.4176
H -7.2684 -2.0894 -3.3500
H -0.2380 -1.4556 -0.5382
H -0.6855 5.5420 -4.5069
H 1.4047 -2.3530 -0.6862
H -0.7298 -2.8110 2.8470
H 1.6618 -3.1558 1.9969
H -1.4333 0.6823 -4.0856
H 5.1238 3.0063 1.0189
H -4.4397 4.8412 -2.6941
H -5.8972 -0.8418 -1.7400
H 5.1961 2.7691 -2.6280
H 3.2507 1.2813 -2.5463
H -3.3279 4.4357 -0.5178
H 1.2672 0.0768 -3.6847
H 1.0856 4.2855 -0.3420
H 1.5374 -4.5719 3.9819
H -5.4112 -4.1720 0.4364
H 0.9787 -1.1106 6.4305
H -3.7893 -4.1661 -4.7338
H -1.5558 -5.5707 -0.7856
H 5.9841 -2.2620 1.1211
H 5.1062 5.0006 -1.5641
H -0.8048 -1.0975 -3.5518
```

The multiplicity is 1. Its LUMO energy is -6.92 eV. For the HOMO-LUMO gap, the calculation gives 6.24 eV. As for the net charge: +2. The calculation puts the relative energy (zero: lowest compared OMol25 entry of this formula, charge and spin) at 0.0 kcal per mole.

=====

3.
Here is a structure of composition C41H33BrN8O5S4Sr in a non-equilibrium geometry from OMol25. Energies are from wB97M-V/def2-TZVPD.

Structure (XYZ):
```
93
Properties=species:S:1:pos:R:3
Sr 0.0317 -0.3180 -0.4597
Br -5.8577 -3.6201 -4.4426
S -0.6235 -3.2731 -5.2208
S 2.8939 -0.4590 -0.2349
S -1.5787 -0.5678 -4.5231
S 0.4492 -1.9588 -2.8150
O 3.7256 -1.2839 -1.0702
O 2.1739 0.6252 -0.8818
O -1.8614 -0.1813 3.4322
O 4.2068 0.5881 -5.8198
O -4.4930 1.2503 0.0045
N -2.6503 -2.1103 -1.4289
N 0.7018 2.4075 -3.2094
N -0.5389 -2.3050 1.1978
N 1.8147 -1.2308 0.5895
N -2.8890 0.4615 1.4643
N -1.3182 1.9123 -0.8864
N 0.0218 1.2628 1.3915
N 2.7158 -0.9043 -4.9989
C -5.0584 0.9933 2.3462
C 2.8543 3.4374 -3.0565
C -4.1157 0.9163 1.1216
C 5.7537 1.4516 2.7681
C 4.0258 0.3346 0.9186
C 6.1116 0.2843 2.1060
C -0.5431 2.4747 1.3311
C 3.6717 1.5085 1.5634
C 3.2448 0.3160 -5.0979
C 0.5550 -2.8061 1.8207
C -0.6651 -1.9507 -4.1721
C -2.2113 3.8812 0.1135
C -1.3654 2.7735 0.1367
C 1.5039 3.3611 -2.7525
C -2.0782 2.1406 -1.9488
C 0.6417 0.8835 2.4969
C -0.8290 -4.2742 3.1378
C 0.4661 -3.8253 2.8006
C -3.4831 -3.8171 -2.8850
C 2.5964 1.3883 -4.2689
C 5.2455 -0.2729 1.1777
C -2.9456 3.2195 -2.0500
C -1.7247 -2.7380 1.5419
C -2.5607 -3.3154 -1.9761
C -2.8329 0.2119 2.7907
C -3.6729 -1.3343 -1.7825
C -4.6671 -1.7435 -2.6614
C 1.8450 -2.2644 1.4687
C -0.3925 3.3733 2.3879
C 1.6397 -4.3373 3.3976
C 0.2955 2.9879 3.5261
C 3.4027 2.4310 -3.8337
C 0.8086 1.7061 3.6011
C -4.1952 0.4721 3.4788
C 1.2359 1.4374 -3.9492
C 2.8551 -3.8201 3.0417
C -3.0226 4.0963 -0.9861
C -1.9189 -3.7258 2.5246
C -4.5428 -2.9985 -3.2163
C 2.9645 -2.7892 2.0969
C 4.5388 2.0636 2.4931
H 6.4293 1.8903 3.4927
H 4.2655 2.9743 3.0117
H -0.8198 4.3642 2.3385
H -3.7106 4.9331 -0.9962
H 4.4485 2.4312 -4.1140
H 0.5295 0.7042 -4.3305
H 3.4586 4.2595 -2.6935
H -2.9228 -4.0359 2.7824
H -4.0577 1.1748 4.3016
H 2.7291 1.9827 1.3251
H 1.0285 4.1121 -2.1246
H -2.5595 -2.2938 1.0143
H 1.3089 1.3477 4.4895
H 3.9356 -2.3863 1.8523
H 7.0622 -0.1908 2.3138
H -5.3823 2.0272 2.4765
H -5.4887 -1.0881 -2.9106
H 3.7585 -4.2061 3.5005
H -1.9910 1.4181 -2.7557
H -2.2699 4.5492 0.9609
H -5.9416 0.3851 2.1476
H -4.5504 -0.4726 3.8943
H 1.9823 -1.1575 -4.3263
H -3.7090 -0.3487 -1.3333
H 1.0437 -0.1177 2.5036
H -0.9372 -5.0493 3.8889
H -1.7019 -3.9140 -1.6937
H 0.4208 3.6802 4.3500
H 3.1448 -1.6537 -5.5129
H -3.5651 3.3419 -2.9270
H 5.5018 -1.1708 0.6298
H -3.3531 -4.7907 -3.3309
H 1.5575 -5.1261 4.1363
```

The multiplicity is 1. Its LUMO energy is 3.70 eV. For the HOMO-LUMO gap, the calculation gives 4.37 eV. As for the net charge: -2.

=====

4.
Here is a cluster of 8 separate species, C29H41BO27 in total in a non-equilibrium geometry from OMol25. Energies are from wB97M-V/def2-TZVPD.

Structure (XYZ):
```
98
Properties=species:S:1:pos:R:3
O 3.1757 -2.5064 -0.0570
O 2.7132 -3.5226 -6.7090
O -1.9952 3.3641 5.2436
O -0.4508 -3.0756 -0.8160
O -0.1742 5.4648 -1.9909
O 0.0075 2.8615 6.1641
O -0.3403 5.5429 0.2257
O -8.1326 4.7331 -1.4652
O 1.5222 -0.3398 4.6556
O -0.0952 -0.1824 -4.8796
O -0.2115 -4.9603 0.6355
O 0.0097 1.1210 -3.0597
O 3.3163 -2.8373 -4.6820
O 4.0394 -4.8289 -5.4360
O 2.9692 -1.5818 5.7970
O 0.7895 1.8250 0.6517
O -3.1579 0.1694 0.7434
O -0.1458 0.2215 1.9248
O -1.9143 0.1389 -3.5867
O -7.0886 2.7358 -1.4426
O 4.7155 -4.1223 -0.3661
O -3.5801 -1.9653 0.2283
O -5.8858 4.6055 -1.5861
O -1.8096 4.3186 -0.9576
O -0.5278 2.1336 4.1144
O 4.0526 -2.8846 -2.0906
O 2.1596 -2.2939 3.8007
C -0.7704 2.7962 5.2627
C 5.2597 -4.7507 -1.5354
C -2.5136 3.2501 3.9083
C -7.1353 4.0902 -1.4957
C 1.9188 -2.3551 -6.4351
C 1.2080 -4.8591 0.9087
C 3.4165 -3.8275 -5.5969
C -1.8386 -3.1146 1.3433
C -3.2066 -3.2824 0.6431
C -0.6251 0.3272 -3.9383
C -2.0789 0.6431 -2.2508
C -0.3403 -1.1050 1.3763
C -1.7424 2.0666 3.3575
C 3.9149 -3.1119 -0.7695
C 5.1684 -3.6465 -2.5685
C -5.7501 2.3202 -1.7318
C 1.6342 0.2933 5.9305
C 0.7463 6.4755 -1.5657
C -0.9636 1.6579 -2.1449
C -0.8672 5.0435 -0.9111
C -4.9445 3.5490 -1.3636
C 2.2186 -1.4895 4.6770
C 2.6849 -1.7074 -5.3043
C 2.9204 -0.3073 6.4652
C 2.2568 0.0925 1.4506
C -1.7366 -1.6137 1.6691
C 0.9140 6.1543 -0.0938
C -2.8689 -0.9939 0.8489
C 0.9362 0.8179 1.2957
B -0.7674 -3.7358 0.3391
H 3.8000 0.2675 6.1709
H -5.4896 1.4426 -1.1442
H -4.0603 3.6901 -1.9783
H -4.6490 3.5535 -0.3138
H -3.5883 3.0926 3.9343
H 3.4601 -1.0242 -5.6565
H 0.7616 0.0216 6.5258
H 4.9768 -4.0044 -3.5767
H 1.3417 -4.9127 1.9899
H -0.1209 -3.6856 -1.4879
H -1.9660 -0.1890 -1.5569
H -2.2977 4.1749 3.3714
H 1.6609 1.3682 5.8214
H 0.9200 -2.6699 -6.1327
H -3.1042 -3.8514 -0.2849
H -0.1470 -1.0674 0.3045
H -2.2295 1.1126 3.5636
H -5.6803 2.0769 -2.7943
H -3.0649 1.0785 -2.1188
H 2.0423 -1.1916 -4.5992
H 0.3612 -1.7808 1.8750
H 1.0737 7.0330 0.5252
H 4.6397 -5.6119 -1.7894
H 2.4104 -0.4399 0.5153
H 1.6031 -3.9100 0.5539
H 3.0584 0.7966 1.6516
H 0.2925 7.4537 -1.7321
H 2.9243 -0.4419 7.5433
H -3.9829 -3.7742 1.2271
H 6.2762 -5.0840 -1.3453
H -1.7452 -3.6941 2.2618
H -0.5438 1.7429 -1.1492
H 6.0506 -3.0045 -2.5741
H 1.7102 5.4317 0.0905
H 2.1409 -0.6176 2.2618
H -1.5289 2.1343 2.2941
H 1.7298 -5.7052 0.4651
H 1.8431 -1.7306 -7.3201
H -1.9569 -1.4183 2.7209
H -1.2714 2.6409 -2.4884
H 1.6703 6.4063 -2.1330
```

The multiplicity is 1. Its LUMO energy is 0.26 eV. For the HOMO-LUMO gap, the calculation gives 10.58 eV. As for the net charge: 0.

=====

5.
Here is a cluster of 4 separate species, C21H45BClN3O12PS3 in total in a non-equilibrium geometry from OMol25. Energies are from wB97M-V/def2-TZVPD.

Structure (XYZ):
```
87
Properties=species:S:1:pos:R:3
Cl 2.0242 1.9615 3.5479
S -2.7976 -6.2193 -7.0278
S -3.4752 -0.5562 -3.3874
S 6.9758 4.4502 5.4735
P -2.6557 2.5499 0.5881
O -4.0552 -1.8599 -3.4879
O -4.0209 -6.6896 -7.5980
O -0.3669 4.7426 1.9181
O 1.3508 3.5443 0.7533
O 5.7147 5.2019 6.0940
O 6.6957 3.0471 5.4203
O -4.5047 0.4300 -2.6942
O 7.3634 5.1329 4.2778
O -2.9423 0.0735 -4.5552
O -1.9579 -5.3368 -7.7799
O -3.0849 -5.5649 -5.6130
O 0.6603 -2.5932 -0.4099
N -3.8252 1.5846 0.2264
N -1.1790 -0.2047 3.0053
N 2.7925 -1.9881 -0.0283
C 0.0348 0.1846 3.4437
C -1.8620 -7.5943 -6.4563
C 0.4940 1.4124 3.0173
C -1.5073 1.7212 1.7431
C 0.7713 -0.7960 4.2887
C 2.3239 -1.3401 2.3058
C 2.5339 4.3120 1.0293
C 2.1236 -2.6793 -2.3031
C -0.2598 2.2027 2.1606
C -3.6067 -4.2091 -5.5987
C -1.9515 0.5094 2.1771
C -6.6759 -0.0154 -3.7836
C 3.8018 4.1888 4.9361
C 4.6120 5.4436 5.1988
C -2.2720 -0.5586 -2.1075
C -5.0806 -4.1539 -5.9382
C 8.1103 4.7811 6.7699
C 1.7872 -2.4402 -0.8586
C -5.5653 0.9787 -3.5227
C 2.7804 -2.4611 1.3603
C 1.3782 -1.8687 3.3662
B 0.2922 3.5957 1.5977
H -7.4998 0.4850 -4.2914
H -3.4400 -3.8533 -4.5885
H -3.0148 3.7102 1.2864
H -1.8481 2.9595 -0.4869
H -5.1328 1.3559 -4.4497
H 4.9886 5.8776 4.2714
H -1.6383 -8.2055 -7.3274
H -7.0403 -0.4383 -2.8479
H -1.8578 0.4421 -2.0183
H 8.2828 5.8523 6.8189
H -5.6451 -4.8376 -5.3044
H -5.9355 1.8318 -2.9587
H -0.3560 5.3676 1.1833
H 4.3841 3.4573 4.3752
H 3.1792 -0.8658 2.7909
H -2.4647 -8.1537 -5.7464
H 9.0294 4.2547 6.5227
H 7.6958 4.4040 7.7006
H -5.4467 -3.1392 -5.7837
H 4.0056 6.1994 5.6926
H -2.8969 0.0992 1.8500
H -1.5047 -1.1104 3.3199
H 1.5145 -3.5043 -2.6593
H -6.3361 -0.8382 -4.4103
H 1.8446 -2.6507 3.9632
H 2.7581 4.9549 0.1831
H 1.5294 -0.3063 4.8917
H 3.7871 -2.7924 1.5980
H -1.4974 -1.2683 -2.3905
H 2.9108 4.4477 4.3654
H 3.1711 -2.9195 -2.4634
H -3.0158 -3.5876 -6.2726
H -0.9471 -7.2308 -5.9980
H 3.7044 -1.9969 -0.4573
H 1.8573 -0.5865 1.6731
H 3.5011 3.7274 5.8769
H -2.7466 -0.8749 -1.1824
H 3.3660 3.6310 1.1803
H 2.4096 4.9374 1.9125
H 0.0624 -1.2812 4.9598
H -5.2642 -4.4349 -6.9740
H 1.8747 -1.8038 -2.9003
H 0.5328 -2.3513 2.8637
H 2.0814 -3.2890 1.4488
H -3.9162 1.4059 -0.7654
```

The multiplicity is 1. Its LUMO energy is -4.37 eV. For the HOMO-LUMO gap, the calculation gives 7.36 eV. As for the net charge: +1.

=====

no.,energy (eV)
1,-55727.05061
2,-115643.40675
3,-179437.41420
4,-86700.29781
5,-106535.40411